Below is a 9-piece molecular cluster, C23H64O13 overall at a distorted geometry, with properties calculated with ωB97M-V with the def2-TZVPD basis set.

The energy relative to the best compared isomer or geometry (same formula, charge and spin) is 326.7 kcal/mol. For the frontier orbital gap, the calculation gives 9.69 eV.

ORCA input file:
```
! RIJCOSX wB97M-V def2-TZVPD def2/J DEFGRID3
* xyz 0 1
C 2.0806 -4.4643 -4.8788
C 0.7936 -3.6313 -5.0428
C 1.2056 -2.1783 -5.0548
O 0.1916 -4.0963 -6.3418
H 2.4766 -4.2763 -3.9208
H 2.7846 -4.0693 -5.6928
H 1.9336 -5.5903 -4.8898
H 0.0386 -3.8383 -4.1908
H 1.4426 -2.0673 -4.0388
H 0.3716 -1.7093 -5.3758
H 1.7936 -1.9193 -5.8388
H -0.5584 -4.6223 -6.1338
C 1.8516 -3.4573 3.2112
C 3.1896 -2.6283 2.9532
C 3.5256 -1.6793 4.1312
O 4.1706 -3.6053 3.0292
H 1.9736 -4.4403 2.6792
H 0.9146 -2.8603 3.0722
H 1.8986 -3.8673 4.2522
H 3.4556 -2.1953 1.8452
H 3.5656 -1.9763 5.0982
H 2.7376 -0.8593 4.1902
H 4.4806 -1.3623 3.8442
H 4.7896 -3.2923 2.2232
C -0.8634 3.6617 1.9622
C -2.2884 3.8677 2.3022
C -3.0804 5.0137 1.6532
O -2.9574 2.6307 1.7672
H -0.4204 2.6477 2.3692
H -0.2354 4.5997 2.2412
H -0.7964 3.6997 0.7662
H -2.5894 3.8827 3.3352
H -2.8754 5.8767 1.9302
H -4.2334 4.9997 1.8012
H -3.1374 5.0967 0.6742
H -3.9404 2.6247 2.1422
C -0.6024 -0.4283 4.8752
C -1.5154 0.8507 4.8752
C -2.9944 0.4297 4.6052
O -1.3044 1.3397 6.1842
H -0.7864 -1.1613 5.8542
H 0.6316 -0.1623 4.6202
H -0.7764 -1.0723 4.0002
H -1.2584 1.5837 4.1322
H -3.7774 1.1767 4.7232
H -3.1634 -0.4163 5.4442
H -3.0274 -0.1433 3.7682
H -0.4264 1.6217 6.2932
C -3.4684 3.3837 -3.0168
C -3.5544 3.0017 -1.6458
C -4.0164 1.4647 -1.5208
O -2.2624 3.0327 -0.9818
H -3.0374 2.5047 -3.4958
H -2.9464 4.3497 -3.2978
H -4.3914 3.3977 -3.7828
H -4.2614 3.4387 -1.1108
H -5.1274 1.6647 -1.8978
H -3.8894 1.0897 -0.3538
H -3.4734 0.8227 -2.2428
H -2.5274 2.7427 0.0612
O 0.9526 2.6617 -5.1228
C 0.0056 2.5627 -4.0348
C 0.3166 1.1747 -3.4268
O -0.6314 0.8807 -2.3338
H 1.8056 2.6727 -4.7438
H 0.1266 3.5157 -3.4458
H -0.7924 2.6247 -4.5918
H 1.4076 1.1847 -2.9358
H 0.3756 0.4297 -4.1548
H -1.0314 1.6617 -1.9208
O 0.4626 -4.3993 -1.7518
C -0.6004 -5.1663 -1.2518
C -0.5724 -4.9233 0.2312
O -1.8924 -5.3543 0.8262
H 0.2496 -3.5173 -1.4698
H -1.5784 -4.9473 -1.7168
H -0.6664 -6.2223 -1.2528
H -0.7784 -4.0283 0.4272
H 0.2846 -5.2953 0.7122
H -1.7984 -6.1763 1.1202
O 4.4626 3.4177 -1.2718
C 4.1296 2.5457 -0.1808
C 2.8586 2.9577 0.5122
O 2.6046 1.9617 1.6042
H 4.7356 4.2737 -1.0488
H 4.2026 1.5997 -0.8068
H 4.9926 2.6967 0.6052
H 2.0896 2.9687 -0.2228
H 3.0776 3.7897 1.0442
H 3.1946 2.2137 2.4832
O 0.5986 0.0517 1.7692
C 0.1356 -0.3783 0.4112
C 1.1466 -1.2073 -0.3058
O 0.6686 -1.5413 -1.5778
H 1.2176 0.6557 1.5872
H -0.9484 -0.7883 0.5582
H -0.3224 0.7687 -0.0128
H 1.4116 -2.1603 0.1352
H 2.1456 -0.6653 -0.5378
H 0.2186 -0.9253 -2.0738
*
```

These are the Mulliken partial charges, in e, on atoms 1 to 99: -1.184 0.804 -1.536 -0.588 0.319 0.337 0.271 0.039 0.314 0.400 0.501 0.334 -1.174 0.863 -1.307 -0.581 0.228 0.160 0.461 0.076 0.493 0.075 0.349 0.402 -0.344 0.384 -1.997 -0.560 -0.049 0.368 -0.024 0.449 0.799 0.374 0.421 0.286 -0.697 1.539 -1.430 -0.593 0.238 0.085 0.114 -0.692 0.331 0.328 0.425 0.337 -1.157 0.008 -0.875 -0.508 0.118 0.320 0.279 0.802 0.356 0.118 0.241 0.107 -0.631 -0.499 -0.166 -0.342 0.294 0.284 0.328 0.163 0.509 0.049 -0.394 -0.417 -0.544 -0.594 0.102 0.303 0.456 0.469 0.266 0.281 -0.550 -0.197 -0.273 -0.456 0.280 0.152 0.225 0.063 0.510 0.263 -0.037 0.111 0.250 -0.220 -0.033 0.239 -0.235 -0.027 -0.098

=====

Below is a 8-piece molecular cluster, C23H65N3O11 overall at a distorted geometry, with properties calculated with ωB97M-V with the def2-TZVPD basis set.

The energy relative to the best compared isomer or geometry (same formula, charge and spin) is 7.2 kcal/mol. For the frontier orbital gap, the calculation gives 8.70 eV.

ORCA input file:
```
! RIJCOSX wB97M-V def2-TZVPD def2/J DEFGRID3
* xyz 0 1
C -0.0676 -0.8369 -2.3385
O 0.0802 -2.2365 -2.2338
C -0.9797 -2.8214 -1.4726
C -2.3409 -2.7288 -2.1672
N -3.3002 -3.7313 -1.7188
C -3.5687 -3.8624 -0.3035
C -3.7391 -5.3396 0.0303
O -2.4697 -5.9373 0.0027
C -2.4857 -7.3420 0.0620
H 0.7846 -0.5228 -2.9419
H 0.1095 -0.2653 -1.4184
H -1.0394 -0.5066 -2.7037
H -0.9207 -2.3788 -0.4733
H -0.7209 -3.8803 -1.3799
H -2.2488 -2.8005 -3.2494
H -2.7019 -1.7139 -1.9702
H -3.0502 -4.6064 -2.1511
H -4.4244 -3.3000 0.0901
H -2.7811 -3.4266 0.3251
H -4.4835 -5.8420 -0.6027
H -4.1552 -5.4667 1.0439
H -2.9269 -7.6491 1.0282
H -1.4672 -7.7112 0.0575
H -3.1968 -7.7829 -0.6451
C -7.0189 -0.6492 7.5461
O -5.8902 -0.8022 6.7182
C -4.6920 -0.3587 7.3302
C -3.5311 -0.8891 6.5017
N -3.6146 -0.3324 5.1412
C -2.7772 -1.0895 4.2201
C -2.6970 -0.4245 2.8713
O -3.8397 -0.7357 2.1054
C -3.8280 -0.0349 0.8773
H -7.1657 0.3805 7.8716
H -6.9868 -1.3599 8.3828
H -7.8613 -1.0340 6.9678
H -4.6744 -0.8005 8.3386
H -4.6744 0.7166 7.5416
H -3.5066 -1.9791 6.6142
H -2.5751 -0.5144 6.8830
H -4.6048 -0.3384 4.9170
H -3.0945 -2.1339 4.1059
H -1.7694 -1.1180 4.6439
H -1.7806 -0.7818 2.3759
H -2.4705 0.6495 2.9138
H -3.9675 1.0256 1.1254
H -4.6729 -0.3327 0.2608
H -2.9053 -0.1247 0.2971
C 3.0229 2.5212 -2.2268
O 3.9308 1.4663 -2.3861
C 4.9337 1.8127 -3.3121
C 4.4537 2.1816 -4.7124
N 5.4892 1.9994 -5.6994
C 5.1947 2.5593 -7.0169
C 6.2178 2.1107 -8.0781
O 6.3703 0.7075 -7.9469
C 7.3511 0.1683 -8.8369
H 3.5331 3.4132 -1.8446
H 2.2867 2.3586 -1.4312
H 2.3731 2.7620 -3.0719
H 5.6086 0.9611 -3.4411
H 5.6199 2.5385 -2.8598
H 4.1249 3.2212 -4.7470
H 3.5849 1.5356 -4.9022
H 5.7889 1.0471 -5.8805
H 5.2855 3.6406 -6.8841
H 4.2036 2.2578 -7.3773
H 7.1323 2.6971 -7.9848
H 5.6824 2.2644 -9.0209
H 8.3607 0.4707 -8.5574
H 7.0117 0.3625 -9.8595
H 7.2293 -0.9061 -8.6663
C 3.6763 -2.1510 1.5357
O 3.3390 -1.2003 2.5480
H 4.7294 -2.4027 1.7331
H 3.1632 -3.0701 1.8107
H 3.5849 -1.7751 0.5173
H 3.8892 -0.4159 2.3971
C 4.0359 2.3251 1.9643
O 4.8766 1.1696 1.8446
H 4.6299 3.1928 2.2469
H 3.4796 2.3776 1.0335
H 3.3012 2.1688 2.7618
H 5.4446 1.1232 2.6210
C 0.1052 1.4180 0.8412
O 0.3024 0.0503 1.0981
H 0.9522 2.0951 1.0153
H -0.1059 1.5459 -0.2265
H -0.6780 1.8417 1.4688
H 1.2280 -0.1848 0.9757
C -1.4543 4.2669 3.1903
O -2.3117 3.3101 2.5760
H -1.6651 5.2792 2.8418
H -1.5122 4.2311 4.2806
H -0.4108 4.0385 2.9601
H -2.9129 2.9766 3.2463
C -2.0703 5.1234 -0.5328
O -1.1528 4.2499 0.1026
H -3.0228 5.2678 -0.0250
H -1.5708 6.0863 -0.7053
H -2.2712 4.8452 -1.5778
H -1.6962 3.8157 0.7800
*
```

These are the Mulliken partial charges, in e, on atoms 1 to 99: -0.171 -0.484 0.090 -0.779 -0.312 0.039 -1.017 -0.216 -0.801 0.283 -0.225 0.319 0.210 0.164 0.304 0.247 0.314 0.201 0.090 0.408 0.506 0.304 0.234 0.327 -0.764 -0.296 -0.578 -0.740 -0.212 -1.109 0.702 -0.408 -0.574 0.301 0.296 0.255 0.438 0.340 0.303 0.388 0.293 0.382 0.468 0.125 -0.396 0.336 0.339 0.093 -0.441 -0.185 -0.705 -0.496 -0.276 -0.591 -0.496 -0.327 -0.755 0.375 -0.146 0.320 0.295 0.345 0.381 0.265 0.264 0.311 0.321 0.369 0.353 0.298 0.300 0.244 -0.607 -0.522 0.332 0.225 0.234 0.358 -0.255 -0.564 0.355 -0.085 0.254 0.285 -0.030 -0.277 0.129 0.299 -0.187 0.151 -0.725 -0.551 0.246 0.423 0.228 0.288 -0.675 -0.391 0.271

=====

- Among the records above, which one has the highest energy relative to the best compared isomer or geometry (same formula, charge and spin)?
  C23H64O13

=====

- Which of these has the highest frontier orbital gap?
  C23H64O13